C35H30AuN6O2S as an isolated structure in a non-equilibrium geometry. Source: the Open Molecules 2025 dataset; level of theory: the ωB97M-V functional and the def2-TZVPD basis.

charge = +1
HOMO (alpha / beta) = -10.40 / -10.40 eV
relative energy (zero: lowest compared OMol25 entry of this formula, charge and spin) = 36.1 kcal per mole
electronic energy = -2364.42580 Ha

```
75
Properties=species:S:1:pos:R:3:lowdin_charge:R:1
Au 1.123 0.601 0.028 1.24
C 1.687 2.232 -3.931 -0.03
C 0.626 1.182 -3.900 -0.21
C -0.456 1.233 -4.761 -0.05
C -1.393 0.212 -4.786 -0.06
C -1.226 -0.910 -3.986 -0.04
C -0.162 -1.005 -3.111 -0.21
C 0.076 -2.232 -2.294 -0.03
C 0.748 0.073 -3.029 -0.23
N 1.717 0.053 -2.057 0.03
C 3.028 -0.045 -2.296 -0.48
O 3.521 -0.275 -3.388 0.10
C 3.871 0.094 -1.063 -0.15
C 5.253 -0.048 -1.096 0.05
C 5.960 0.084 0.091 0.01
C 5.274 0.353 1.267 0.05
C 3.891 0.480 1.216 -0.15
N 3.243 0.354 0.070 0.07
C 3.066 0.713 2.445 -0.48
O 3.577 0.850 3.543 0.10
N 1.750 0.818 2.197 0.04
C 0.770 0.753 3.141 -0.24
C 0.643 -0.378 3.994 -0.24
C 1.650 -1.476 3.976 -0.06
C -0.428 -0.437 4.865 -0.05
C -1.376 0.575 4.911 -0.05
C -1.238 1.693 4.098 -0.05
C -0.179 1.805 3.219 -0.21
C -0.010 3.052 2.413 -0.04
H 1.354 3.113 -4.474 0.08
H 2.563 1.824 -4.440 0.09
H 2.000 2.516 -2.927 0.07
H -0.560 2.076 -5.428 0.11
H -2.237 0.277 -5.457 0.11
H -1.927 -1.728 -4.063 0.11
H -0.624 -3.018 -2.568 0.09
H -0.027 -2.006 -1.234 0.02
H 1.092 -2.593 -2.449 0.09
H 5.725 -0.271 -2.041 0.13
H 7.032 -0.042 0.101 0.13
H 5.765 0.463 2.220 0.13
H 1.957 -1.729 2.962 0.06
H 1.257 -2.365 4.461 0.09
H 2.537 -1.150 4.521 0.09
H -0.522 -1.289 5.520 0.12
H -2.210 0.498 5.591 0.11
H -1.956 2.497 4.166 0.12
H 0.009 3.917 3.075 0.09
H -0.854 3.173 1.737 0.07
H 0.912 3.027 1.842 0.06
N -3.147 -0.760 0.620 0.14
C -3.249 -2.156 0.743 -0.24
C -4.446 -2.800 0.467 -0.01
C -4.519 -4.184 0.530 -0.07
C -3.392 -4.931 0.822 -0.07
C -2.187 -4.298 1.082 -0.09
C -2.131 -2.917 1.079 -0.42
S -0.612 -2.088 1.489 1.04
N -0.816 -0.638 0.688 -0.33
C -1.957 -0.145 0.359 -0.34
C -1.944 1.118 -0.395 -0.18
C -3.074 1.613 -1.045 0.02
C -2.967 2.760 -1.812 -0.01
C -1.742 3.404 -1.883 -0.01
C -0.668 2.852 -1.204 -0.11
N -0.764 1.744 -0.487 0.01
H -4.008 -0.279 0.406 0.13
H -5.318 -2.216 0.209 0.12
H -5.458 -4.674 0.326 0.11
H -3.442 -6.007 0.848 0.11
H -1.293 -4.861 1.287 0.11
H -4.020 1.099 -0.991 0.11
H -3.823 3.141 -2.350 0.12
H -1.620 4.311 -2.451 0.12
H 0.306 3.320 -1.225 0.12
```

C35H30Br2HgN7O3S4 as an isolated structure. Source: the Open Molecules 2025 dataset; level of theory: the ωB97M-V functional and the def2-TZVPD basis.

charge = -2
spin multiplicity = 2
HOMO (alpha / beta) = -0.02 / -1.48 eV
relative energy (zero: lowest compared OMol25 entry of this formula, charge and spin) = 44.8 kcal per mole
electronic energy = -8855.04568 Ha

```
82
Properties=species:S:1:pos:R:3:mulliken_spin:R:1
Hg -0.813 0.286 1.252 0.00
O 3.471 -0.524 3.239 0.00
C 3.527 0.539 4.071 -0.01
C 4.334 0.496 5.210 0.01
C 4.416 1.579 6.067 0.00
C 3.679 2.725 5.800 0.00
C 2.854 2.754 4.684 0.00
C 2.751 1.678 3.804 0.00
C 1.795 1.750 2.634 0.00
O 1.903 0.991 1.663 0.00
N 0.840 2.699 2.776 0.00
N -0.140 2.551 1.882 0.00
C -0.796 3.596 1.532 0.00
C -1.876 3.555 0.539 0.00
C -2.614 4.708 0.252 0.00
C -3.615 4.651 -0.701 0.00
C -3.875 3.446 -1.339 0.00
C -3.100 2.349 -0.988 0.00
N -2.119 2.411 -0.099 0.00
H 4.017 -1.234 3.592 0.00
H 4.897 -0.410 5.419 0.00
H 5.045 1.520 6.948 0.00
H 3.738 3.581 6.462 0.00
H 2.244 3.621 4.469 0.00
H -0.520 4.560 1.954 0.00
H -2.401 5.624 0.791 0.00
H -4.197 5.534 -0.933 0.00
H -4.660 3.349 -2.076 0.00
H -3.279 1.366 -1.422 0.00
Br 0.373 -1.803 8.208 0.00
C 0.175 -1.202 6.400 -0.05
C -0.312 0.087 6.172 0.22
C -0.410 0.458 4.831 -0.09
N -0.072 -0.304 3.811 0.13
C 0.391 -1.574 4.042 0.11
C 0.524 -2.043 5.387 0.10
C 0.797 -2.337 2.913 0.13
C 1.477 -3.593 3.015 0.08
C 2.052 -4.109 1.894 -0.04
Br 2.996 -5.773 2.011 0.00
C 1.988 -3.461 0.650 0.23
C 1.229 -2.290 0.633 -0.07
N 0.623 -1.770 1.677 0.13
H -0.601 0.750 6.974 0.03
H -0.780 1.450 4.575 0.00
H 0.894 -3.034 5.605 0.03
H 1.560 -4.113 3.958 0.03
H 2.480 -3.841 -0.233 0.03
H 1.109 -1.741 -0.303 -0.01
S -5.280 -1.072 0.372 0.00
C -3.707 -0.679 0.823 0.00
S -3.319 0.247 2.220 0.00
S -2.360 -1.175 -0.182 0.00
C -0.972 -3.731 -3.745 0.00
C -1.474 -2.532 -4.547 0.00
C -1.889 -1.370 -3.647 0.00
N -0.744 -0.763 -2.969 0.00
C -0.453 0.539 -2.852 0.00
S 0.574 1.124 -1.691 0.00
N -1.076 1.425 -3.746 0.00
C -1.329 1.311 -5.094 0.00
O -2.178 1.994 -5.622 0.00
C -0.477 0.374 -5.900 0.00
C -0.986 -0.068 -7.114 0.00
C -0.236 -0.900 -7.930 0.00
C 1.043 -1.280 -7.541 0.00
C 1.563 -0.822 -6.340 0.00
C 0.808 0.004 -5.519 0.00
H -0.716 -4.563 -4.406 0.00
H -1.734 -4.074 -3.041 0.00
H -0.077 -3.480 -3.169 0.00
H -2.342 -2.825 -5.146 0.00
H -0.699 -2.194 -5.239 0.00
H -2.577 -1.716 -2.872 0.00
H -2.412 -0.610 -4.220 0.00
H -0.371 -1.289 -2.190 0.00
H -1.385 2.290 -3.326 0.00
H -1.983 0.246 -7.397 0.00
H -0.645 -1.251 -8.869 0.00
H 1.635 -1.927 -8.177 0.00
H 2.562 -1.108 -6.035 0.00
H 1.233 0.368 -4.590 0.00
```

C35H30BrCsN10O4S2 as an isolated structure. Source: the Open Molecules 2025 dataset; level of theory: the ωB97M-V functional and the def2-TZVPD basis.

charge = -2
HOMO = -1.74 eV
electronic energy = -5590.85482 Ha

```
83
Properties=species:S:1:pos:R:3:nbo_charge:R:1
Cs -0.064 0.159 0.475 0.92
Br -2.917 5.091 5.428 -0.04
C -2.508 4.188 3.795 -0.18
C -1.482 4.683 2.969 -0.21
C -1.193 4.058 1.791 -0.29
C -1.914 2.894 1.320 0.42
O -1.627 2.347 0.234 -0.72
C -2.936 2.398 2.226 -0.22
C -3.690 1.201 1.969 0.15
N -3.671 0.496 0.897 -0.46
C -4.470 -0.638 0.846 0.16
C -5.757 -0.710 1.339 -0.28
C -6.492 -1.912 1.299 -0.21
C -5.949 -3.050 0.776 -0.23
C -4.646 -3.016 0.222 -0.11
C -4.010 -4.160 -0.318 -0.15
C -2.760 -4.051 -0.849 -0.26
C -2.153 -2.775 -0.886 0.08
N -2.704 -1.701 -0.382 -0.46
C -3.920 -1.803 0.209 0.21
C -3.197 3.064 3.439 -0.19
H -0.909 5.547 3.283 0.21
H -0.387 4.414 1.162 0.22
H -4.306 0.870 2.822 0.13
H -6.208 0.178 1.766 0.21
H -7.497 -1.927 1.705 0.20
H -6.500 -3.985 0.769 0.20
H -4.527 -5.113 -0.286 0.20
H -2.218 -4.906 -1.232 0.23
H -1.178 -2.648 -1.345 0.24
H -3.965 2.668 4.095 0.20
N -2.086 -0.160 -2.942 -0.81
C -1.044 0.569 -3.425 0.28
N 0.004 0.896 -2.741 -0.49
C 0.905 1.598 -3.508 0.13
C 0.542 1.801 -4.803 -0.47
S -1.000 1.076 -5.098 0.29
C 2.150 2.100 -2.902 0.12
C 3.181 2.609 -3.628 -0.49
S 4.405 3.192 -2.555 0.26
C 3.414 2.676 -1.184 0.31
N 2.289 2.114 -1.536 -0.51
N 3.828 2.908 0.067 -0.81
H -2.141 -0.256 -1.932 0.44
H -2.978 -0.047 -3.391 0.38
H 1.058 2.360 -5.563 0.23
H 3.278 2.678 -4.698 0.22
H 4.755 3.275 0.192 0.38
H 3.501 2.364 0.906 0.46
C 4.377 -1.648 2.515 -0.68
C 3.695 -0.362 2.126 0.22
N 3.150 -0.176 0.979 -0.19
O 3.439 -1.222 0.079 -0.62
C 3.669 0.726 3.105 -0.03
C 3.798 0.452 4.576 -0.68
N 3.592 1.950 2.638 -0.06
O 3.624 2.954 3.442 -0.64
H 4.169 -2.435 1.798 0.24
H 4.035 -1.957 3.503 0.22
H 5.459 -1.495 2.578 0.21
H 2.832 -1.052 -0.652 0.48
H 4.753 -0.020 4.837 0.19
H 3.000 -0.200 4.946 0.20
H 3.735 1.412 5.086 0.25
O 0.143 -2.579 1.020 -0.78
C 0.251 -3.810 0.775 0.43
C -0.266 -4.822 1.654 -0.33
C -0.196 -6.163 1.363 -0.20
C 0.405 -6.627 0.187 -0.37
C 0.945 -5.687 -0.679 -0.13
C 0.893 -4.319 -0.417 -0.27
C 1.527 -3.394 -1.359 0.38
N 1.100 -2.225 -1.791 -0.50
C 2.033 -1.780 -2.700 -0.12
C 3.049 -2.680 -2.814 -0.12
N 2.712 -3.708 -1.966 -0.53
H -0.742 -4.472 2.563 0.20
H -0.623 -6.878 2.061 0.19
H 0.441 -7.684 -0.046 0.19
H 1.401 -6.021 -1.608 0.18
H 1.919 -0.835 -3.206 0.22
H 3.963 -2.669 -3.381 0.20
H 3.290 -4.483 -1.694 0.41
```

Copy entry 1 word for word.
C35H30AuN6O2S as an isolated structure in a non-equilibrium geometry. Source: the Open Molecules 2025 dataset; level of theory: the ωB97M-V functional and the def2-TZVPD basis.

charge = +1
HOMO (alpha / beta) = -10.40 / -10.40 eV
relative energy (zero: lowest compared OMol25 entry of this formula, charge and spin) = 36.1 kcal per mole
electronic energy = -2364.42580 Ha

```
75
Properties=species:S:1:pos:R:3:lowdin_charge:R:1
Au 1.123 0.601 0.028 1.24
C 1.687 2.232 -3.931 -0.03
C 0.626 1.182 -3.900 -0.21
C -0.456 1.233 -4.761 -0.05
C -1.393 0.212 -4.786 -0.06
C -1.226 -0.910 -3.986 -0.04
C -0.162 -1.005 -3.111 -0.21
C 0.076 -2.232 -2.294 -0.03
C 0.748 0.073 -3.029 -0.23
N 1.717 0.053 -2.057 0.03
C 3.028 -0.045 -2.296 -0.48
O 3.521 -0.275 -3.388 0.10
C 3.871 0.094 -1.063 -0.15
C 5.253 -0.048 -1.096 0.05
C 5.960 0.084 0.091 0.01
C 5.274 0.353 1.267 0.05
C 3.891 0.480 1.216 -0.15
N 3.243 0.354 0.070 0.07
C 3.066 0.713 2.445 -0.48
O 3.577 0.850 3.543 0.10
N 1.750 0.818 2.197 0.04
C 0.770 0.753 3.141 -0.24
C 0.643 -0.378 3.994 -0.24
C 1.650 -1.476 3.976 -0.06
C -0.428 -0.437 4.865 -0.05
C -1.376 0.575 4.911 -0.05
C -1.238 1.693 4.098 -0.05
C -0.179 1.805 3.219 -0.21
C -0.010 3.052 2.413 -0.04
H 1.354 3.113 -4.474 0.08
H 2.563 1.824 -4.440 0.09
H 2.000 2.516 -2.927 0.07
H -0.560 2.076 -5.428 0.11
H -2.237 0.277 -5.457 0.11
H -1.927 -1.728 -4.063 0.11
H -0.624 -3.018 -2.568 0.09
H -0.027 -2.006 -1.234 0.02
H 1.092 -2.593 -2.449 0.09
H 5.725 -0.271 -2.041 0.13
H 7.032 -0.042 0.101 0.13
H 5.765 0.463 2.220 0.13
H 1.957 -1.729 2.962 0.06
H 1.257 -2.365 4.461 0.09
H 2.537 -1.150 4.521 0.09
H -0.522 -1.289 5.520 0.12
H -2.210 0.498 5.591 0.11
H -1.956 2.497 4.166 0.12
H 0.009 3.917 3.075 0.09
H -0.854 3.173 1.737 0.07
H 0.912 3.027 1.842 0.06
N -3.147 -0.760 0.620 0.14
C -3.249 -2.156 0.743 -0.24
C -4.446 -2.800 0.467 -0.01
C -4.519 -4.184 0.530 -0.07
C -3.392 -4.931 0.822 -0.07
C -2.187 -4.298 1.082 -0.09
C -2.131 -2.917 1.079 -0.42
S -0.612 -2.088 1.489 1.04
N -0.816 -0.638 0.688 -0.33
C -1.957 -0.145 0.359 -0.34
C -1.944 1.118 -0.395 -0.18
C -3.074 1.613 -1.045 0.02
C -2.967 2.760 -1.812 -0.01
C -1.742 3.404 -1.883 -0.01
C -0.668 2.852 -1.204 -0.11
N -0.764 1.744 -0.487 0.01
H -4.008 -0.279 0.406 0.13
H -5.318 -2.216 0.209 0.12
H -5.458 -4.674 0.326 0.11
H -3.442 -6.007 0.848 0.11
H -1.293 -4.861 1.287 0.11
H -4.020 1.099 -0.991 0.11
H -3.823 3.141 -2.350 0.12
H -1.620 4.311 -2.451 0.12
H 0.306 3.320 -1.225 0.12
```

Question: The lowest electronic energy belongs to which entry?
Answer: C35H30Br2HgN7O3S4

Question: What is the electronic energy in the third record?
Answer: -5590.85482 Ha

Question: Among the records above, which one has the highest charge?
Answer: C35H30AuN6O2S